The following is a DFT calculation (wB97M-V/def2-TZVPD) of a structure of composition C24H74CaN12O6P4 at a distorted geometry.

XYZ file:
```
121
Properties=species:S:1:pos:R:3:mulliken_charge:R:1
Ca 1.343 -0.588 1.131 1.568
O -0.507 -0.949 0.166 -0.008
H -1.162 -1.541 -0.252 -0.396
O 2.813 -0.716 2.762 -0.898
H 3.206 -1.097 3.572 -0.046
O -5.668 1.406 -3.865 -0.849
P -4.636 0.904 -2.933 0.548
N -3.144 0.663 -3.696 0.209
C -2.002 0.202 -2.895 -0.944
C -2.944 0.961 -5.155 -1.008
N -5.051 -0.533 -2.030 0.117
C -4.348 -1.100 -0.914 -0.794
C -6.480 -1.014 -2.012 -1.127
N -4.354 2.108 -1.734 0.494
C -3.506 3.281 -1.958 -1.003
C -5.500 2.285 -0.800 -1.214
H -1.089 0.556 -3.374 0.133
H -2.030 -0.887 -2.866 0.234
H -2.043 0.562 -1.867 0.336
H -2.593 0.069 -5.675 0.363
H -2.119 1.603 -5.461 0.296
H -3.890 1.351 -5.532 0.349
H -4.794 -2.010 -0.512 0.448
H -3.316 -1.384 -1.117 0.095
H -4.496 -0.389 -0.101 0.306
H -6.368 -1.995 -2.473 0.409
H -6.913 -1.018 -1.011 0.349
H -7.186 -0.456 -2.626 0.354
H -3.948 4.266 -2.107 0.444
H -2.782 3.389 -1.151 0.190
H -2.863 3.124 -2.824 0.214
H -5.740 3.330 -0.604 0.430
H -5.416 1.677 0.101 0.194
H -6.413 1.958 -1.297 0.391
O 0.467 1.264 2.451 0.082
P -0.344 2.276 3.179 -1.311
N -1.961 2.027 3.143 0.637
C -2.555 0.698 3.024 -0.933
C -2.990 3.084 3.376 -1.082
N 0.050 3.850 2.676 0.613
C 1.442 4.189 2.295 -1.038
C -0.907 4.934 2.627 -0.925
N 0.103 2.216 4.831 0.387
C -0.506 3.087 5.860 -0.992
C 1.288 1.521 5.350 -0.691
H -2.624 0.114 3.942 0.327
H -2.192 0.021 2.251 0.136
H -3.637 0.728 2.892 0.361
H -3.991 2.686 3.538 0.450
H -3.153 3.669 2.471 0.213
H -2.754 3.635 4.286 0.381
H 2.141 3.443 2.671 0.247
H 1.446 4.106 1.208 0.274
H 1.742 5.168 2.669 0.408
H -1.647 4.780 1.842 0.070
H -1.475 5.106 3.541 0.341
H -0.473 5.861 2.252 0.434
H -1.528 2.762 6.054 0.226
H -0.075 2.812 6.823 0.471
H -0.335 4.131 5.598 0.232
H 0.950 0.953 6.217 0.445
H 2.174 2.133 5.520 0.223
H 1.616 0.866 4.543 0.032
O 2.160 -2.685 0.347 -0.380
P 1.944 -4.100 0.855 -0.482
N 2.858 -4.651 2.272 0.534
C 4.276 -4.261 2.457 -0.985
C 2.285 -5.394 3.497 -0.869
N 2.205 -5.435 -0.260 0.334
C 2.820 -5.124 -1.540 -0.944
C 2.424 -6.803 0.175 -0.902
N 0.350 -4.308 1.449 0.794
C -0.122 -3.275 2.287 -1.398
C -0.512 -5.526 1.184 -1.068
H 4.958 -4.482 1.636 0.295
H 4.654 -4.562 3.434 0.367
H 4.340 -3.181 2.589 0.176
H 1.478 -6.075 3.225 0.217
H 1.914 -4.694 4.245 0.293
H 3.045 -5.942 4.055 0.411
H 3.797 -5.606 -1.559 0.316
H 2.116 -5.384 -2.330 0.326
H 2.880 -4.043 -1.664 0.132
H 2.103 -7.509 -0.591 0.359
H 3.397 -7.037 0.607 0.267
H 1.772 -6.859 1.047 0.255
H -0.505 -3.718 3.206 0.377
H 0.637 -2.537 2.546 0.270
H -0.980 -2.805 1.806 0.274
H -0.341 -5.877 0.167 0.301
H -1.563 -5.267 1.054 0.339
H -0.239 -6.228 1.973 0.257
O 2.312 0.499 -0.936 0.103
P 2.669 1.180 -2.210 -0.780
N 1.524 2.468 -2.430 0.199
C 0.329 2.577 -1.597 0.610
C 1.657 3.280 -3.672 -0.871
N 2.395 0.134 -3.624 0.391
C 3.295 0.026 -4.803 -1.096
C 1.450 -0.986 -3.450 -0.879
N 4.313 1.848 -2.259 0.353
C 5.240 1.440 -1.259 -1.041
C 4.882 2.844 -3.234 -0.949
H 0.648 3.102 -0.697 -0.560
H -0.003 1.550 -1.444 -0.325
H -0.357 3.178 -2.194 0.270
H 2.025 2.636 -4.470 0.194
H 2.333 4.093 -3.408 0.259
H 0.731 3.746 -4.010 0.400
H 3.220 -0.949 -5.285 0.405
H 3.144 0.891 -5.449 0.232
H 4.295 0.097 -4.376 0.359
H 2.025 -1.904 -3.330 0.457
H 0.892 -0.796 -2.533 -0.052
H 0.760 -1.071 -4.290 0.367
H 6.094 0.927 -1.703 0.359
H 5.804 2.229 -0.762 0.374
H 4.770 0.884 -0.448 0.210
H 5.918 3.004 -2.935 0.444
H 4.330 3.775 -3.108 0.232
H 4.820 2.529 -4.276 0.273
```

Summary:
Energy above the lowest of the compared OMol25 structures with the same formula, charge and spin (kcal per mole): 128.56
Frontier orbital gap (hartree): 0.29448
LUMO (eV): 0.61
Net charge: 0

=====

The following is a DFT calculation (wB97M-V/def2-TZVPD) of a cluster of 13 separate species, C24H74O13 in total at a distorted geometry.

XYZ file:
```
111
Properties=species:S:1:pos:R:3:mulliken_spin:R:1
O -1.238 2.471 -3.536 0.000
H -1.109 2.602 -4.476 0.000
H -0.990 3.307 -3.141 0.000
O -3.969 -1.392 -2.499 0.000
H -3.282 -1.026 -3.057 0.000
H -4.028 -0.785 -1.762 0.000
O -2.435 0.190 -4.096 0.000
H -1.939 0.983 -3.893 0.000
H -2.849 0.375 -4.939 0.000
O -2.241 3.229 0.794 0.000
H -2.206 2.341 0.438 0.000
H -3.050 3.598 0.439 0.000
O -4.629 -0.183 0.038 0.000
H -3.861 0.383 -0.041 0.000
H -5.372 0.420 0.037 0.000
C -2.571 2.067 4.996 0.000
C -3.620 1.512 5.958 0.000
C -4.626 2.567 6.439 0.000
O -4.433 0.521 5.306 0.000
H -3.022 2.471 4.090 0.000
H -1.894 1.279 4.666 0.000
H -1.997 2.874 5.450 0.000
H -3.154 1.070 6.839 0.000
H -5.307 2.998 5.705 0.000
H -4.093 3.458 6.770 0.000
H -5.288 2.045 7.130 0.000
H -3.853 -0.200 5.051 0.000
C 3.103 -0.829 -3.660 0.000
C 3.266 -1.524 -2.271 -0.002
C 4.516 -2.368 -2.162 0.001
O 3.093 -0.546 -1.258 0.005
H 2.955 -1.509 -4.499 0.000
H 3.892 -0.102 -3.852 0.000
H 2.215 -0.201 -3.588 0.000
H 2.429 -2.195 -2.077 0.001
H 4.510 -3.023 -1.290 0.000
H 5.394 -1.722 -2.151 0.000
H 4.550 -3.107 -2.962 0.000
H 3.062 -1.000 -0.413 0.000
C -1.022 0.166 1.281 0.000
C -0.885 0.546 -0.183 0.000
C -0.254 -0.527 -1.049 0.001
O -2.038 1.094 -0.820 0.000
H -0.111 -0.261 1.700 0.000
H -1.740 -0.649 1.371 0.000
H -1.373 0.907 1.999 0.000
H -0.176 1.373 -0.201 0.000
H -0.940 -1.295 -1.408 -0.002
H 0.543 -1.054 -0.526 0.000
H 0.208 -0.147 -1.960 0.000
H -1.838 1.201 -1.753 0.000
C 1.968 3.447 4.684 0.000
C 1.742 4.052 3.301 0.000
C 0.304 3.949 2.752 0.000
O 2.059 5.457 3.408 0.000
H 1.563 4.052 5.495 0.000
H 3.022 3.386 4.955 0.000
H 1.505 2.475 4.857 0.000
H 2.501 3.578 2.679 0.000
H 0.404 3.750 1.685 0.000
H -0.231 4.886 2.903 0.000
H -0.283 3.149 3.202 0.000
H 1.970 5.911 2.567 0.000
C 5.213 -0.776 1.701 0.000
C 3.771 -1.071 2.117 0.000
C 2.896 0.196 2.327 0.000
O 3.131 -1.913 1.177 0.000
H 5.684 -0.206 2.502 0.000
H 5.329 -0.311 0.722 0.000
H 5.812 -1.685 1.660 0.000
H 3.718 -1.521 3.108 0.000
H 3.024 0.864 1.475 0.000
H 3.159 0.842 3.164 0.000
H 1.812 0.078 2.313 0.000
H 2.399 -2.289 1.672 0.000
C 2.590 2.927 -3.053 0.000
C 3.308 3.303 -1.781 0.000
C 2.494 3.362 -0.585 0.000
O 4.286 2.276 -1.458 0.000
H 2.107 3.781 -3.530 0.000
H 1.861 2.149 -2.828 0.000
H 3.285 2.601 -3.827 0.000
H 3.870 4.203 -2.029 0.000
H 3.158 3.648 0.231 0.000
H 1.942 2.468 -0.295 0.000
H 1.845 4.238 -0.591 0.000
H 3.845 1.424 -1.423 0.000
C -2.801 -5.964 0.866 0.000
C -1.841 -4.782 0.908 0.000
C -2.388 -3.425 0.355 0.000
O -1.434 -4.503 2.160 0.000
H -3.301 -6.099 -0.093 0.000
H -3.679 -5.876 1.506 0.000
H -2.380 -6.895 1.245 0.000
H -0.938 -5.022 0.346 0.000
H -1.824 -2.509 0.529 0.000
H -3.453 -3.371 0.580 0.000
H -2.407 -3.444 -0.735 0.000
H -2.131 -4.137 2.710 0.000
C -1.977 -2.780 -5.972 0.101
C -0.924 -3.844 -5.595 0.060
C -0.523 -3.723 -4.123 0.159
O -1.417 -5.183 -5.707 0.653
H -2.647 -3.056 -6.786 -0.002
H -1.235 -2.079 -6.354 0.020
H -2.568 -2.346 -5.165 -0.002
H -0.056 -3.894 -6.252 0.007
H 0.434 -4.239 -4.035 -0.004
H -1.246 -4.098 -3.398 0.015
H -0.298 -2.709 -3.794 0.005
H -2.331 -5.111 -5.425 -0.015
```

Summary:
Frontier orbital gap (spin up / spin down) (hartree): 0.30228 / 0.06448
⟨S²⟩: 0.75
LUMO (spin up / spin down) (eV): -3.18 / -9.65
Net charge: +1
2S+1: 2

=====

net charge of number 1 (C24H74CaN12O6P4)?
0